# 1
Entry from the Open Molecules 2025 dataset: one molecule with the formula C18H24BrNO4 (the ωB97M-V functional and the def2-TZVPD basis).

Calculated values
LUMO level: 0.67 eV
Gap between HOMO and LUMO: 8.985 eV
Spin multiplicity: 1
Total charge: 0
M: 398.30 g mol⁻¹
ΔE to the lowest compared entry with this formula, charge and spin: 0.0 kcal per mole
SMILES string: CCOC(=O)C1CCN(C(=O)COc2cc(C)c(Br)cc2C)CC1

Geometry as XYZ:
```
48
C18H24BrNO4, DFT the ωB97M-V functional and the def2-TZVPD basis
C -3.311 -2.205 1.304
C -2.655 -3.328 0.516
O -1.233 -3.161 0.457
C -0.762 -2.308 -0.451
O -1.441 -1.719 -1.250
C 0.741 -2.127 -0.304
C 1.339 -1.644 -1.625
C 2.771 -1.153 -1.433
N 2.780 -0.089 -0.447
C 2.947 1.179 -0.868
O 3.293 1.442 -2.007
C 2.758 2.336 0.124
O 1.659 2.285 1.004
C 0.394 2.154 0.501
C 0.090 2.009 -0.846
C -1.208 1.751 -1.274
C -1.505 1.503 -2.716
C -2.199 1.684 -0.305
Br -3.999 1.304 -0.804
C -1.922 1.879 1.038
C -0.628 2.112 1.463
C -0.294 2.284 2.912
C 2.364 -0.549 0.856
C 0.928 -1.078 0.806
H -4.377 -2.392 1.385
H -2.882 -2.141 2.301
H -3.163 -1.257 0.793
H -3.050 -3.354 -0.505
H -2.805 -4.294 1.000
H 1.190 -3.074 0.007
H 1.319 -2.451 -2.359
H 0.726 -0.826 -2.006
H 3.171 -0.753 -2.365
H 3.415 -1.966 -1.081
H 2.728 3.251 -0.483
H 3.637 2.386 0.775
H 0.866 2.069 -1.592
H -2.316 2.143 -3.062
H -0.626 1.683 -3.330
H -1.819 0.466 -2.843
H -2.722 1.833 1.762
H 0.285 3.194 3.056
H -1.197 2.335 3.513
H 0.316 1.451 3.259
H 2.440 0.253 1.588
H 3.042 -1.359 1.154
H 0.250 -0.246 0.612
H 0.665 -1.513 1.771
```

***

# 2
Entry from the Open Molecules 2025 dataset: C18H24CoF5N5O3Te as an isolated structure (the ωB97M-V functional and the def2-TZVPD basis).

Calculated values
LUMO level (alpha / beta): 0.15 / 0.12 eV
Gap between HOMO and LUMO (alpha / beta): 8.948 / 9.233 eV
Spin multiplicity: 4
Total charge: 0
M: 639.94 g mol⁻¹
ΔE to the lowest compared entry with this formula, charge and spin: 12.7 kcal per mole
Expectation value of S²: 3.757

Geometry as XYZ:
```
57
C18H24CoF5N5O3Te, DFT the ωB97M-V functional and the def2-TZVPD basis
Co -0.076 -0.075 -0.048
O -1.219 2.914 1.858
C -1.381 2.160 0.916
N -1.699 0.842 0.910
C -2.117 0.298 2.111
O -3.076 0.648 2.757
C -1.301 -0.889 2.568
C -1.459 -1.362 3.861
C -0.687 -2.428 4.278
C 0.194 -3.004 3.374
C 0.276 -2.475 2.101
N -0.445 -1.427 1.696
C -1.070 2.661 -0.481
C -1.297 3.991 -0.802
C -1.039 4.414 -2.091
C -0.550 3.494 -3.010
C -0.332 2.198 -2.593
N -0.581 1.772 -1.350
H -2.170 -0.863 4.503
H -0.767 -2.807 5.288
H 0.818 -3.843 3.649
H 0.952 -2.908 1.376
H -1.650 4.654 -0.026
H -1.209 5.443 -2.379
H -0.333 3.776 -4.031
H 0.068 1.468 -3.288
C 2.544 -1.631 -0.467
N 1.691 -0.726 -1.251
C 2.521 0.425 -1.642
C 1.154 -1.408 -2.435
C -0.010 -2.316 -2.073
N -1.087 -1.581 -1.394
C -1.916 -0.857 -2.368
C -1.965 -2.516 -0.680
H 3.478 -1.836 -1.004
H 2.039 -2.580 -0.297
H 2.770 -1.167 0.491
H 3.387 0.089 -2.227
H 2.861 0.937 -0.746
H 1.941 1.123 -2.238
H 1.933 -1.995 -2.940
H 0.825 -0.644 -3.140
H 0.331 -3.102 -1.397
H -0.386 -2.813 -2.977
H -2.470 -1.564 -2.998
H -1.302 -0.230 -3.006
H -2.618 -0.217 -1.836
H -2.462 -3.194 -1.385
H -2.722 -1.953 -0.136
H -1.393 -3.104 0.033
F 3.507 2.393 1.760
Te 1.777 1.994 2.359
F 1.926 3.357 3.601
F 0.344 1.456 3.435
F 2.754 0.873 3.500
F 1.310 3.386 1.196
O 1.387 0.751 1.115
```

***

# 3
Entry from the Open Molecules 2025 dataset: a 5-piece molecular cluster, C18H24F2O15 overall (the ωB97M-V functional and the def2-TZVPD basis).

Calculated values
LUMO level (alpha / beta): -4.67 / -10.71 eV
Gap between HOMO and LUMO (alpha / beta): 7.252 / 1.214 eV
Spin multiplicity: 2
Total charge: +1
M: 518.37 g mol⁻¹
ΔE to the lowest compared entry with this formula, charge and spin: 0.0 kcal per mole
Expectation value of S²: 0.756

Geometry as XYZ:
```
59
C18H24F2O15, DFT the ωB97M-V functional and the def2-TZVPD basis
C -0.002 0.094 -0.479
C 0.958 0.000 0.643
O 2.070 0.676 0.141
C 1.588 1.702 -0.548
O 2.264 2.677 -0.904
O 0.384 1.393 -0.979
F 1.200 -1.304 0.794
H -1.042 -0.085 -0.207
H 0.237 -0.629 -1.259
H 0.668 0.457 1.589
C -4.217 2.738 0.996
C -3.615 1.389 0.618
O -3.205 1.611 -0.723
C -3.997 2.568 -1.286
O -3.995 2.847 -2.460
O -4.597 3.219 -0.257
F -4.603 0.491 0.593
H -3.477 3.396 1.452
H -5.142 2.563 1.544
H -2.790 1.043 1.242
C -2.477 -2.034 -1.705
C -3.648 -2.546 -2.559
C -4.816 -1.703 -2.456
O -5.278 -1.639 -3.818
C -4.366 -2.146 -4.615
O -4.427 -2.323 -5.850
O -3.256 -2.326 -3.882
H -2.570 -2.189 -0.630
H -2.277 -1.008 -2.013
H -1.583 -2.586 -1.997
H -3.969 -3.562 -2.330
H -4.575 -0.748 -1.988
H -5.606 -2.155 -1.857
C -0.502 -1.699 4.682
C -0.714 -0.228 4.968
C 0.551 0.624 4.635
O -0.068 1.869 4.384
C -1.305 1.642 3.884
O -1.910 2.522 3.216
O -1.664 0.366 4.102
H -0.610 -2.268 5.605
H 0.465 -1.953 4.248
H -1.256 -2.000 3.955
H -1.067 -0.033 5.980
H 1.079 0.260 3.754
H 1.308 0.834 5.390
C 4.924 0.286 -1.546
C 6.312 -0.292 -1.815
C 7.314 0.309 -2.843
O 8.497 -0.159 -2.308
C 8.345 -0.343 -0.958
O 9.302 -0.603 -0.234
O 7.031 -0.348 -0.601
H 4.725 1.358 -1.553
H 4.506 -0.053 -0.597
H 4.229 0.087 -2.361
H 6.198 -1.312 -2.181
H 7.338 1.397 -2.798
H 7.133 -0.143 -3.819
```

***

# 4
Entry from the Open Molecules 2025 dataset: a 2-piece molecular cluster, C18H24F3N2O7S2 overall (the ωB97M-V functional and the def2-TZVPD basis).

Calculated values
LUMO level: -5.22 eV
Gap between HOMO and LUMO: 6.465 eV
Spin multiplicity: 1
Total charge: +1
M: 501.53 g mol⁻¹

Geometry as XYZ:
```
56
C18H24F3N2O7S2, DFT the ωB97M-V functional and the def2-TZVPD basis
C 2.323 -2.455 0.928
C 1.708 -1.163 1.360
O 2.008 -0.590 2.358
N 0.655 -0.648 0.534
C 0.807 -0.873 -0.939
C -0.449 -1.249 -1.623
O 1.855 -0.707 -1.458
N 0.416 0.716 0.773
C 1.392 1.627 0.740
C 1.158 2.977 0.965
C 2.316 3.949 0.944
C 3.674 3.331 1.288
C 4.597 3.176 0.077
S 5.065 4.748 -0.691
C -0.167 3.391 1.201
C -0.469 4.856 1.364
O 0.068 5.647 0.660
O -1.342 5.166 2.312
C -1.175 2.407 1.217
S -2.912 2.822 1.471
O -3.299 3.852 0.567
O -3.134 2.995 2.864
C -3.869 1.296 0.989
F -3.752 0.383 1.938
F -3.412 0.816 -0.174
F -5.122 1.660 0.851
C -0.852 1.082 1.006
H 3.016 -2.286 0.116
H 2.801 -2.882 1.796
H 1.530 -3.126 0.599
H -1.088 -0.362 -1.588
H -0.274 -1.490 -2.659
H -0.962 -2.034 -1.085
H 2.394 1.295 0.540
H 2.352 4.384 -0.050
H 2.086 4.750 1.628
H 4.202 3.963 1.992
H 3.576 2.362 1.775
H 4.188 2.491 -0.661
H 5.540 2.755 0.407
H 3.972 4.975 -1.429
H -1.915 5.861 1.950
H -1.590 0.303 1.011
C -2.140 -6.092 -1.174
C -2.397 -6.181 -2.676
C -2.679 -4.729 -3.030
O -1.908 -3.931 -2.116
C -1.405 -4.766 -1.065
H -1.566 -6.926 -0.776
H -3.088 -6.043 -0.634
H -1.497 -6.527 -3.189
H -3.216 -6.845 -2.942
H -3.737 -4.484 -2.894
H -2.394 -4.477 -4.051
H -0.326 -4.899 -1.215
H -1.565 -4.271 -0.103
```

***

# 5
Entry from the Open Molecules 2025 dataset: a 6-piece molecular cluster, C18H24F5N3O15PS overall (the ωB97M-V functional and the def2-TZVPD basis).

Calculated values
LUMO level: -4.20 eV
Gap between HOMO and LUMO: 8.562 eV
Spin multiplicity: 1
Total charge: +1
M: 680.43 g mol⁻¹
ΔE to the lowest compared entry with this formula, charge and spin: 7.0 kcal per mole

Geometry as XYZ:
```
67
C18H24F5N3O15PS, DFT the ωB97M-V functional and the def2-TZVPD basis
N -0.572 1.720 -2.622
C -1.717 2.266 -2.829
N -1.958 3.227 -3.797
C -3.008 4.090 -3.181
C -3.159 3.501 -1.768
N -2.787 2.043 -1.957
P -4.128 1.133 -2.600
S -5.159 0.081 -1.376
H 0.192 1.745 -3.289
H -0.377 1.278 -1.729
H -2.181 2.874 -4.718
H -3.916 4.028 -3.784
H -2.732 5.142 -3.169
H -2.372 3.895 -1.126
H -4.145 3.618 -1.329
H -4.886 2.130 -3.220
H -3.560 0.422 -3.665
C -3.610 -1.932 1.644
C -3.363 -0.916 2.741
O -2.358 -1.550 3.527
C -1.674 -2.398 2.709
O -0.620 -2.876 2.961
O -2.336 -2.581 1.552
F -4.458 -0.686 3.495
H -4.367 -2.658 1.941
H -3.873 -1.485 0.691
H -2.970 0.041 2.392
C 0.688 -1.152 0.846
C 2.163 -1.499 0.759
O 2.552 -0.821 -0.448
C 1.740 0.227 -0.608
O 1.930 1.152 -1.342
O 0.656 0.134 0.181
F 2.381 -2.813 0.610
H 0.083 -1.865 0.287
H 0.325 -1.064 1.861
H 2.776 -1.122 1.578
C 5.892 -0.883 -1.351
C 6.180 0.127 -0.260
O 7.227 -0.488 0.448
C 7.902 -1.312 -0.417
O 8.958 -1.787 -0.210
O 7.168 -1.485 -1.549
F 5.111 0.309 0.564
H 5.178 -1.635 -1.013
H 5.537 -0.435 -2.276
H 6.510 1.105 -0.614
C -3.497 -1.045 6.530
C -2.085 -0.569 6.813
O -2.239 0.113 8.037
C -3.312 -0.424 8.697
O -3.566 -0.240 9.832
O -4.028 -1.202 7.846
F -1.631 0.300 5.872
H -4.062 -0.279 6.000
H -3.545 -1.982 5.985
H -1.349 -1.365 6.935
C 2.724 0.543 -4.673
C 3.147 -0.795 -5.253
O 2.323 -1.707 -4.530
C 1.207 -1.067 -4.144
O 0.219 -1.559 -3.714
O 1.359 0.277 -4.306
F 4.439 -1.072 -5.001
H 3.296 0.773 -3.773
H 2.779 1.372 -5.371
H 2.956 -0.917 -6.320
```

***

# 6
Entry from the Open Molecules 2025 dataset: C18H24F6MgNO16S2 as an isolated structure (the ωB97M-V functional and the def2-TZVPD basis).

Calculated values
LUMO level: -4.75 eV
Gap between HOMO and LUMO: 7.708 eV
Spin multiplicity: 1
Total charge: +1
M: 712.81 g mol⁻¹

Geometry as XYZ:
```
68
C18H24F6MgNO16S2, DFT the ωB97M-V functional and the def2-TZVPD basis
Mg -1.643 -0.892 2.255
C -2.742 1.464 -1.201
F -3.773 0.670 -0.980
F -2.670 1.715 -2.512
F -2.984 2.572 -0.534
S -1.131 0.650 -0.559
O -0.237 0.473 -1.679
O -0.709 1.697 0.320
N -1.519 -0.726 0.403
S -1.797 -1.865 -0.705
O -2.334 -2.933 0.113
O -2.570 -1.562 -1.885
C -0.038 -2.489 -1.160
F 0.044 -3.812 -1.017
F 0.235 -2.190 -2.421
F 0.942 -2.062 -0.333
C 4.192 -0.700 -4.941
C 4.733 -0.803 -3.520
C 3.677 -0.660 -2.440
O 3.944 -1.743 -1.562
C 4.725 -2.638 -2.235
O 4.985 -3.705 -1.769
O 5.037 -2.174 -3.427
H 3.960 0.305 -5.290
H 3.337 -1.371 -5.015
H 4.970 -1.145 -5.563
H 5.599 -0.168 -3.321
H 2.683 -0.773 -2.875
H 3.818 0.341 -2.031
C -7.623 -2.090 4.209
C -6.818 -2.459 2.943
C -7.219 -1.810 1.621
O -6.076 -0.970 1.275
C -5.105 -1.279 2.046
O -3.953 -0.863 1.899
O -5.571 -1.906 3.142
H -7.259 -2.512 5.146
H -8.653 -2.390 4.010
H -7.600 -1.041 4.512
H -6.648 -3.539 2.903
H -8.066 -1.127 1.696
H -7.516 -2.457 0.798
C 3.912 -3.076 2.805
C 3.529 -1.611 3.014
C 3.700 -0.759 1.700
O 2.372 -0.283 1.539
C 1.560 -0.795 2.430
O 0.378 -0.492 2.492
O 2.166 -1.519 3.340
H 3.530 -3.677 3.635
H 4.960 -3.341 2.685
H 3.320 -3.558 2.022
H 4.139 -1.166 3.799
H 4.030 -1.394 0.881
H 4.270 0.140 1.930
C 1.520 6.061 0.424
C 1.613 5.297 -0.877
C 0.430 4.318 -1.171
O 0.002 4.725 -2.443
C 0.590 5.885 -2.832
O 0.273 6.569 -3.743
O 1.623 6.220 -1.957
H 0.724 6.807 0.437
H 2.436 6.644 0.532
H 1.419 5.403 1.287
H 2.456 4.603 -0.821
H -0.324 4.664 -0.460
H 0.748 3.301 -0.965
```

***

# 7
Entry from the Open Molecules 2025 dataset: one molecule with the formula C18H24I3N3O8 (the ωB97M-V functional and the def2-TZVPD basis).

Calculated values
LUMO level: -0.26 eV
Gap between HOMO and LUMO: 8.806 eV
Spin multiplicity: 1
Total charge: 0
M: 791.12 g mol⁻¹
ΔE to the lowest compared entry with this formula, charge and spin: 11.5 kcal per mole
SMILES string: COCC(=O)Nc1c(I)c(C(=O)NC[C@@H](O)CO)c(I)c(C(=O)N(C)C[C@@H](O)CO)c1I

Geometry as XYZ:
```
56
C18H24I3N3O8, DFT the ωB97M-V functional and the def2-TZVPD basis
C -3.620 4.222 2.867
O -4.097 2.906 3.053
C -4.657 2.345 1.891
C -3.615 1.721 0.967
O -3.735 1.637 -0.231
N -2.548 1.229 1.666
C -1.435 0.668 1.042
C -0.158 1.212 1.201
I 0.122 2.810 2.554
C 0.937 0.722 0.508
C 2.280 1.392 0.633
O 2.509 2.463 0.111
N 3.180 0.667 1.322
C 4.485 1.208 1.620
C 4.485 1.982 2.952
O 3.497 2.988 2.959
C 4.174 1.062 4.146
O 2.861 0.567 4.091
C 0.750 -0.329 -0.380
I 2.365 -1.033 -1.540
C -0.495 -0.922 -0.529
C -0.627 -2.184 -1.337
O -0.280 -3.242 -0.833
N -1.114 -2.068 -2.576
C -1.488 -0.818 -3.192
C -1.313 -3.277 -3.360
C 0.009 -3.980 -3.735
O 0.336 -5.016 -2.856
C -0.109 -4.591 -5.141
O -0.304 -3.614 -6.132
C -1.572 -0.438 0.201
I -3.400 -1.474 0.079
H -4.442 4.905 2.627
H -3.162 4.519 3.807
H -2.873 4.274 2.067
H -5.249 3.073 1.324
H -5.320 1.536 2.218
H -2.475 1.537 2.632
H 2.867 -0.095 1.908
H 4.746 1.886 0.802
H 5.210 0.394 1.661
H 5.485 2.421 3.095
H 3.489 3.441 2.106
H 4.331 1.628 5.073
H 4.841 0.198 4.140
H 2.280 1.340 4.079
H -2.573 -0.761 -3.310
H -1.162 0.025 -2.587
H -1.023 -0.744 -4.176
H -1.841 -2.998 -4.272
H -1.924 -3.982 -2.788
H 0.814 -3.219 -3.751
H 0.252 -4.667 -1.949
H -0.981 -5.246 -5.175
H 0.785 -5.195 -5.333
H 0.502 -3.091 -6.213
```

***

# 8
Entry from the Open Molecules 2025 dataset: C18H24N2O as an isolated structure (the ωB97M-V functional and the def2-TZVPD basis).

Calculated values
LUMO level: 0.56 eV
Gap between HOMO and LUMO: 7.941 eV
Spin multiplicity: 1
Total charge: 0
M: 284.40 g mol⁻¹
ΔE to the lowest compared entry with this formula, charge and spin: 354.2 kcal per mole

Geometry as XYZ:
```
45
C18H24N2O, DFT the ωB97M-V functional and the def2-TZVPD basis
O 0.881 -1.143 0.644
C -0.136 -0.387 1.035
N -1.354 -0.953 1.413
C -2.349 0.004 1.948
H -2.495 1.120 1.388
C -2.036 0.377 3.425
H -2.800 0.936 3.817
C -2.014 -0.921 4.167
H -1.036 -1.405 3.877
C -3.105 -1.930 4.185
H -3.283 -2.480 5.000
H -4.002 -1.464 3.588
C -2.862 -2.996 3.332
C -2.605 -3.047 1.756
H -2.711 -3.879 1.242
H -3.348 -2.418 1.399
C -1.291 -2.175 1.454
H -1.034 -2.535 0.318
H -0.607 -2.797 1.897
H -3.469 -3.967 3.425
H -1.900 -3.598 3.574
H -1.634 -0.718 5.227
H -1.201 0.828 3.495
H -3.067 -0.608 1.769
C -0.079 1.104 0.612
H 1.143 1.316 0.879
H -0.339 1.855 1.741
C -0.487 1.520 -0.608
C 0.498 1.123 -1.656
C 0.170 -0.075 -2.255
N 1.047 -0.362 -3.345
C 1.912 0.823 -3.290
C 3.141 0.931 -3.955
C 3.858 2.258 -3.655
C 3.464 3.097 -2.694
C 2.296 2.598 -2.023
C 1.403 1.687 -2.282
H 2.206 3.394 -1.091
H 4.047 3.881 -2.553
H 4.891 2.252 -4.358
H 3.557 0.270 -4.556
H 1.448 -1.181 -3.883
H -0.587 -0.711 -2.239
H -0.318 2.884 -0.510
H -1.480 1.382 -0.779
```

***

Calculated E_tot, -98779.3812; -91158.5082; -55190.6380; -66182.0085; -87943.6223; -96718.9011; -64207.9903; -24069.0969 eV (same order as the records).